# 1
Entry from the Open Molecules 2025 dataset: an isolated molecule of C5H9N (the ωB97M-V functional and the def2-TZVPD basis).

Structure (XYZ):
```
15
Properties=species:S:1:pos:R:3:forces:R:3:mulliken_charge:R:1
C 2.6612 0.5298 0.8504 0.49 0.19 0.02 -0.58
C 1.9814 -0.3402 0.1118 -0.69 0.96 0.32 -0.22
C 0.5831 -0.7573 0.3535 0.40 -1.86 -0.15 -0.49
C -0.4745 0.0453 0.2993 1.46 0.27 -1.18 -0.21
C -1.8448 -0.3351 -0.1613 -0.28 0.75 1.62 -0.27
N -2.3149 0.5426 -1.2498 -0.10 -0.53 0.34 -0.63
H 3.4330 1.1859 0.4604 0.46 -0.68 -0.10 0.24
H 2.5024 0.6435 1.9121 -0.72 0.33 0.04 0.28
H 2.2984 -0.6477 -0.8814 0.17 0.34 -0.09 0.27
H 0.4693 -1.8417 0.2686 -0.43 0.09 -0.02 0.30
H -0.1461 1.0841 0.2376 -0.69 0.23 0.18 0.30
H -1.8873 -1.3817 -0.4126 0.13 -0.34 -0.47 0.30
H -2.5021 -0.2368 0.7169 -0.15 0.01 -0.07 0.24
H -1.9412 1.4738 -1.1122 0.02 0.02 0.00 0.22
H -3.3143 0.6136 -1.0971 -0.05 0.22 -0.43 0.25
```
Forces are in eV/Å.

Output
calculated total energy	-250.587354	hartree
largest force on an atom	1.91	eV/A
highest occupied orbital energy	-0.32878	Eh
structure (SMILES)	C=C/C=C/CN
Kohn-Sham gap	10.06	eV

# 2
Entry from the Open Molecules 2025 dataset: an isolated molecule of C5H9N (the ωB97M-V functional and the def2-TZVPD basis).

Structure (XYZ):
```
15
Properties=species:S:1:pos:R:3:forces:R:3:mulliken_charge:R:1
C -2.6035 0.3714 0.0883 -2.88 1.48 4.21 -0.70
C -1.6875 -0.2899 -0.5446 1.36 -0.04 -2.56 -0.01
C -0.2963 -0.5495 0.0929 -2.06 -1.32 -1.12 -0.41
N 0.8773 -0.1421 -0.6417 0.87 -0.42 -0.41 -0.32
C 1.7677 0.9336 -0.1773 -2.00 1.03 1.78 -0.26
C 2.0487 -0.4907 0.1587 1.30 0.80 -1.32 -0.47
H -3.6936 0.7584 -0.0766 2.29 -1.23 -0.61 0.25
H -2.3814 0.4704 1.2132 -0.22 0.51 -1.55 0.14
H -1.9202 -0.5967 -1.5922 0.77 0.16 0.72 0.28
H -0.3740 -0.0954 1.0828 0.31 -0.45 0.39 0.34
H -0.2509 -1.6808 0.0395 0.19 1.10 0.90 0.24
H 2.2943 1.4158 -0.9660 0.52 0.00 -0.59 0.24
H 1.3727 1.7407 0.5345 0.48 -1.66 -0.58 0.18
H 2.9398 -0.9077 -0.3207 -0.51 -0.11 -0.28 0.23
H 1.9067 -0.9375 1.1091 -0.43 0.14 1.02 0.27
```
Forces are in eV/Å.

Output
calculated total energy	-250.551981	hartree
largest force on an atom	5.31	eV/A
highest occupied orbital energy	-0.33656	Eh
structure (SMILES)	C=CCN1CC1
Kohn-Sham gap	10.40	eV

# 3
Entry from the Open Molecules 2025 dataset: an isolated molecule of C5H9N (the ωB97M-V functional and the def2-TZVPD basis).

Structure (XYZ):
```
15
Properties=species:S:1:pos:R:3:forces:R:3:mulliken_charge:R:1
C -0.5817 1.4743 -0.2404 0.04 0.06 -0.02 -1.49
C -0.4636 0.0637 0.3574 -0.04 0.01 0.00 0.64
C -0.8078 -1.0059 -0.7054 -0.05 -0.03 -0.02 -1.24
C 0.9402 -0.1512 1.0138 -0.01 -0.01 0.00 -0.71
C 1.8804 -0.7560 0.0688 0.53 -0.44 -0.74 0.33
N 2.4960 -1.2910 -0.7516 -0.31 0.58 0.86 -0.48
H -0.0488 2.2209 0.3586 -0.12 -0.09 -0.04 0.37
H -1.6317 1.7839 -0.2940 0.17 -0.12 -0.06 0.36
H -0.1774 1.5072 -1.2583 0.04 0.00 0.16 0.36
H -1.1826 -0.0137 1.1816 0.13 0.06 -0.12 0.28
H -1.2822 -0.5472 -1.5794 -0.08 -0.04 0.23 0.34
H -1.4737 -1.7879 -0.3313 0.07 0.13 0.05 0.28
H 0.0930 -1.4969 -1.0801 -0.19 0.04 0.01 0.33
H 0.8875 -0.8025 1.8949 -0.07 0.02 -0.23 0.33
H 1.3525 0.8023 1.3654 -0.11 -0.16 -0.08 0.31
```
Forces are in eV/Å.

Output
calculated total energy	-250.654629	hartree
largest force on an atom	1.08	eV/A
highest occupied orbital energy	-0.42167	Eh
structure (SMILES)	CC(C)CC#N
Kohn-Sham gap	12.36	eV

# 4
Entry from the Open Molecules 2025 dataset: an isolated molecule of C5H9N (the ωB97M-V functional and the def2-TZVPD basis).

Structure (XYZ):
```
15
Properties=species:S:1:pos:R:3:forces:R:3:mulliken_charge:R:1
C 1.4401 -0.7945 1.3379 -0.67 0.22 -1.46 -0.62
C 1.8876 -0.2089 0.2219 -0.61 -0.14 0.85 -0.09
C 0.9744 0.1342 -0.9602 0.39 1.66 0.54 -0.52
N -0.2611 0.8298 -0.5883 -1.02 -1.21 0.74 -0.37
C -1.3003 -0.0394 -0.1559 -0.53 0.44 -2.08 -0.10
C -2.5469 0.4052 0.0818 -0.82 -1.42 -0.46 -0.91
H 2.0496 -1.1197 2.1544 0.24 0.28 0.41 0.30
H 0.3670 -0.9694 1.3534 0.18 -0.53 0.40 0.21
H 2.8719 0.2387 0.2650 0.38 -0.42 -0.59 0.28
H 0.6191 -0.6563 -1.6148 0.57 -0.48 0.16 0.36
H 1.5447 0.8371 -1.5701 -0.05 -0.17 -0.30 0.26
H -0.1804 1.5494 0.1164 0.46 0.19 -0.27 0.33
H -1.2063 -1.0840 -0.5043 0.55 0.13 1.35 0.35
H -2.9430 1.2153 -0.5152 0.27 0.98 0.99 0.28
H -3.3163 -0.3374 0.3780 0.67 0.47 -0.29 0.24
```
Forces are in eV/Å.

Output
calculated total energy	-250.567346	hartree
largest force on an atom	2.19	eV/A
highest occupied orbital energy	-0.29328	Eh
structure (SMILES)	C=CCNC=C
Kohn-Sham gap	9.10	eV

# 5
Entry from the Open Molecules 2025 dataset: an isolated molecule of C5H9N (the ωB97M-V functional and the def2-TZVPD basis).

Structure (XYZ):
```
15
Properties=species:S:1:pos:R:3:forces:R:3:mulliken_charge:R:1
C 2.4309 -0.0927 0.1674 1.73 -1.53 -2.08 -0.71
C 1.2289 -0.5756 0.3117 -1.61 -2.21 -0.65 -0.31
C 0.2316 -0.3034 1.3709 -2.34 -0.85 -0.10 -0.31
N -1.0840 -0.1188 0.5335 5.71 0.98 -1.63 -0.22
C -0.9515 0.3804 -0.8143 -4.14 -0.65 0.77 0.12
C -2.0732 0.7402 -1.5431 4.41 -0.96 2.03 -1.19
H 3.1775 -0.4838 -0.6176 -1.45 0.81 1.21 0.22
H 2.7778 0.6137 0.8510 0.71 1.13 0.97 0.29
H 0.6773 -1.3141 -0.3818 1.89 0.76 0.87 0.40
H 0.1470 -1.2403 2.0321 -0.21 1.06 -1.16 0.24
H 0.4696 0.4731 2.1079 -0.14 0.42 -0.60 0.31
H -1.9432 -0.1920 0.9196 -2.92 -0.08 1.51 0.13
H 0.0117 0.1811 -1.2255 0.13 0.52 -0.53 0.41
H -2.9831 0.9730 -1.1739 -2.75 0.23 2.13 0.31
H -2.1172 0.9589 -2.5377 0.98 0.38 -2.74 0.31
```
Forces are in eV/Å.

Output
calculated total energy	-250.553581	hartree
largest force on an atom	6.01	eV/A
highest occupied orbital energy	-0.28772	Eh
structure (SMILES)	C=CCNC=C
Kohn-Sham gap	8.95	eV

# 6
Entry from the Open Molecules 2025 dataset: a structure of composition C5H9N (the ωB97M-V functional and the def2-TZVPD basis).

Structure (XYZ):
```
15
Properties=species:S:1:pos:R:3:forces:R:3:mulliken_charge:R:1
C 0.5295 0.4834 1.0379 0.44 0.37 0.22 -0.82
C 2.0512 -0.1805 -0.4711 0.14 0.00 -0.18 -0.71
C 0.7854 0.3551 -0.4176 0.07 -0.56 -0.13 0.16
N -0.6691 -0.6828 -0.8654 -0.36 -0.34 -0.24 -0.43
C -1.8952 0.1315 -0.6612 -0.30 -0.10 -0.34 -0.38
C -1.3526 -0.8318 0.2770 0.08 -0.24 -0.06 -0.13
H 1.0903 -0.2014 1.6594 0.11 -0.07 0.10 0.41
H 0.6826 1.5142 1.3498 -0.38 -0.03 0.52 0.24
H 2.8081 0.1446 -1.1877 -0.26 -0.17 0.10 0.26
H 2.3007 -1.0310 0.1722 0.03 0.48 -0.20 0.25
H 0.5392 1.1696 -1.0968 0.19 0.05 0.36 0.30
H -1.8451 1.2165 -0.4439 0.22 -0.60 -0.05 0.20
H -2.6958 -0.2031 -1.3096 -0.24 0.47 -0.05 0.25
H -1.6443 -1.7569 0.7559 -0.10 0.03 0.07 0.35
H -0.6850 -0.1272 1.2011 0.36 0.71 -0.14 0.05
```
Forces are in eV/Å.

Output
calculated total energy	-250.434656	hartree
largest force on an atom	0.81	eV/A
highest occupied orbital energy (spin up / spin down)	-0.29857 / -0.29854	Eh
Kohn-Sham gap (spin up / spin down)	8.03 / 8.03	eV

# 7
Entry from the Open Molecules 2025 dataset: the ion C5H9N with charge +1 (the ωB97M-V functional and the def2-TZVPD basis).

Structure (XYZ):
```
15
Properties=species:S:1:pos:R:3:forces:R:3:mulliken_charge:R:1
N -0.3198 2.2907 0.6785 -0.46 -3.70 -0.85 -0.40
C -0.5478 0.8972 0.8198 2.36 3.94 -1.52 0.92
C -1.7879 0.4968 1.1573 -2.23 -1.94 1.11 -0.88
C 1.3838 -1.6663 -1.3009 0.32 0.47 0.16 -1.17
C 0.2875 -0.9297 -0.5685 -1.45 -1.86 -0.32 0.15
C 0.5047 -0.0011 0.3623 1.75 -0.20 0.85 -0.60
H 0.3117 2.4380 -0.1085 0.27 0.62 0.60 0.33
H -1.1761 2.8278 0.6400 0.13 0.37 0.31 0.28
H -2.7233 1.0356 1.1366 0.23 0.53 0.11 0.31
H -1.8502 -0.5309 1.4769 -0.34 -0.25 -0.10 0.36
H 1.7079 -2.4802 -0.6460 0.28 0.08 0.01 0.31
H 2.1728 -0.9261 -1.4496 0.34 -0.42 0.17 0.32
H 1.2284 -2.1314 -2.2923 -0.78 0.47 0.62 0.35
H -0.7418 -1.3340 -0.6574 0.36 0.74 -0.63 0.34
H 1.5501 0.0138 0.7517 -0.77 1.17 -0.52 0.38
```
Forces are in eV/Å.

Output
expectation value of S²	0.761
calculated total energy	-250.311132	hartree
net charge	+1
largest force on an atom	4.84	eV/A
highest occupied orbital energy (spin up / spin down)	-0.53353 / -0.52859	Eh
spin multiplicity	2
Kohn-Sham gap (spin up / spin down)	10.27 / 6.60	eV

# 8
Entry from the Open Molecules 2025 dataset: the ion C5H9N2 with charge +1 (the ωB97M-V functional and the def2-TZVPD basis).

Structure (XYZ):
```
16
Properties=species:S:1:pos:R:3:forces:R:3:mulliken_charge:R:1
C -1.6096 0.8379 -0.0850 2.65 1.38 1.48 -1.38
C -0.2922 0.0513 0.1717 -0.75 1.24 -1.12 1.11
C -0.1380 -1.3802 0.4272 -2.16 -1.55 -2.81 -0.90
C 0.4605 -0.7008 -0.9638 -2.60 -1.58 2.34 -0.32
N 1.8126 -0.3920 -0.6860 0.78 1.43 0.33 -0.10
C 1.9305 0.5101 0.2969 -1.58 -0.01 -0.42 -0.14
N 0.7602 0.8550 0.8006 -1.56 -1.48 -1.48 -0.21
H -1.8224 1.1106 -1.0838 0.40 0.26 -1.21 0.35
H -1.5921 1.7815 0.5331 0.03 -0.80 -0.66 0.37
H -2.4278 0.3296 0.2411 -2.25 -1.71 1.10 0.40
H -1.0307 -2.0818 0.2594 1.24 1.49 0.16 0.28
H 0.5207 -1.8171 1.1505 0.66 0.31 0.11 0.25
H -0.0102 -0.9083 -1.9913 1.32 0.35 1.75 0.35
H 2.5289 -0.8809 -1.1878 0.73 0.23 0.18 0.22
H 2.7043 1.0259 0.7805 2.07 -0.07 -0.28 0.45
H 0.3979 1.7045 1.1930 1.02 0.52 0.54 0.27
```
Forces are in eV/Å.

Output
calculated total energy	-305.125589	hartree
net charge	+1
largest force on an atom	3.87	eV/A
highest occupied orbital energy	-0.51498	Eh
structure (SMILES)	C[C@@]12C[C@@H]1[NH+]=CN2
Kohn-Sham gap	10.25	eV

- Which formula does entry 7 have?
  C5H9N

- Look up the largest force on an atom of the fifth one.
  6.01 eV/A

- What is the formula in the fifth record?
  C5H9N